# 1
67
Properties=species:S:1:pos:R:3:forces:R:3 method="wB97M-V/def2-TZVPD" total_energy_ha=-9342.2329 relative_energy_kj_mol=0.0 total_charge=-2 homo_ev=-2.62
Ni 0.815 0.911 0.765 -0.032 0.016 -0.003
Se -0.526 2.712 1.640 0.024 0.038 0.045
P -1.927 1.077 1.868 0.061 -0.070 0.033
Se -0.936 -0.787 1.478 -0.006 0.037 -0.029
C -2.564 1.050 3.572 0.002 0.021 -0.002
C -3.914 0.935 3.878 -0.003 0.011 -0.014
C -4.319 0.860 5.206 -0.011 -0.003 0.023
C -3.376 0.892 6.221 -0.004 -0.009 -0.013
C -2.024 0.991 5.912 0.008 0.003 -0.001
C -1.610 1.070 4.592 -0.015 0.016 0.010
C -3.369 1.369 0.807 0.013 0.027 -0.028
C -3.724 0.477 -0.196 -0.029 -0.007 0.011
C -4.794 0.765 -1.040 -0.010 -0.032 0.038
C -5.504 1.941 -0.868 -0.007 -0.004 -0.011
C -5.147 2.842 0.132 -0.008 -0.011 0.007
C -4.076 2.563 0.962 -0.014 -0.022 -0.025
H -4.651 0.903 3.085 0.006 -0.004 0.005
H -5.373 0.773 5.443 0.000 0.001 -0.004
H -3.693 0.830 7.256 0.000 0.004 0.003
H -1.282 1.001 6.700 -0.002 0.000 0.004
H -0.552 1.126 4.346 0.007 -0.019 -0.004
H -3.163 -0.439 -0.333 0.014 0.018 -0.010
H -5.048 0.067 -1.829 0.011 0.015 -0.035
H -6.336 2.165 -1.526 0.006 0.005 -0.004
H -5.696 3.768 0.254 0.003 0.000 -0.005
H -3.774 3.275 1.722 0.006 0.001 0.001
C 2.462 -2.669 -1.606 -0.001 -0.004 -0.006
C 1.843 -1.859 -0.481 0.007 0.001 0.003
S 1.438 -0.170 -0.980 -0.026 -0.034 -0.048
O 2.565 0.300 -1.830 0.023 0.000 -0.005
C 0.039 -0.474 -2.075 -0.007 -0.004 0.013
C -0.591 0.839 -2.505 0.001 -0.002 -0.007
H 2.839 -3.615 -1.213 0.004 0.002 -0.001
H 3.290 -2.119 -2.054 -0.001 0.003 0.002
H 1.738 -2.896 -2.389 -0.003 -0.002 0.001
H 2.522 -1.713 0.360 -0.001 -0.003 0.002
H 0.924 -2.301 -0.096 -0.005 0.008 0.003
H -0.673 -1.091 -1.526 -0.003 0.002 0.000
H 0.433 -1.034 -2.924 0.004 0.002 0.000
H -0.949 1.393 -1.634 -0.001 -0.001 0.005
H -1.437 0.627 -3.157 -0.003 -0.002 0.000
H 0.132 1.465 -3.030 0.000 0.000 0.003
F 3.005 2.726 0.726 -0.015 0.013 0.017
B 1.870 2.349 0.120 0.026 -0.025 -0.042
F 1.570 3.114 -0.946 -0.017 0.008 0.026
O 1.534 0.569 4.099 0.016 0.003 0.004
C 2.352 0.052 3.326 -0.019 -0.017 0.008
O 2.350 0.042 2.066 -0.014 0.005 0.008
C 3.532 -0.689 3.969 0.002 0.007 0.009
C 4.556 -1.207 3.186 0.000 -0.001 -0.011
C 5.645 -1.882 3.745 0.005 0.002 0.007
C 5.654 -2.004 5.112 -0.005 0.001 0.003
O 6.574 -2.655 5.920 0.001 0.000 -0.006
C 6.253 -2.190 7.222 0.000 -0.003 0.005
O 4.890 -1.811 7.225 -0.003 0.002 0.000
C 4.638 -1.492 5.896 0.004 -0.003 -0.004
C 3.563 -0.832 5.361 0.004 0.006 -0.002
H 4.488 -1.059 2.117 -0.003 0.002 -0.001
H 6.443 -2.287 3.136 0.000 -0.001 0.000
H 6.875 -1.312 7.453 -0.001 0.001 -0.002
H 6.413 -2.989 7.944 0.001 0.001 0.000
H 2.755 -0.421 5.951 -0.001 -0.002 0.000
O -4.062 -3.250 -4.122 -0.006 -0.022 -0.001
Cl -4.078 -1.807 -4.089 -0.027 0.089 0.050
O -3.592 -1.285 -5.344 0.012 -0.004 -0.029
O -5.433 -1.341 -3.864 -0.034 -0.012 -0.003
O -3.238 -1.333 -3.009 0.065 -0.050 0.006

# 2
18
Properties=species:S:1:pos:R:3:forces:R:3 method="wB97M-V/def2-TZVPD" total_energy_ha=-7415.8157 total_charge=-2 homo_ev=-0.18
Cu 0.125 0.117 0.720 0.658 -0.803 0.459
Se 2.020 -1.141 -0.092 0.254 -0.115 0.020
Te 3.683 0.109 1.307 -0.058 0.020 -0.012
Te 2.490 -0.055 3.772 -0.040 -0.051 -0.012
Se 0.103 0.480 3.202 0.137 0.069 0.009
O -3.361 1.427 -0.725 -0.138 -0.042 0.036
C -2.229 1.123 -0.320 0.297 0.129 -0.096
O -1.751 -0.009 -0.058 -0.607 0.164 -0.197
C -1.244 2.307 -0.137 -0.311 0.111 -0.147
C -1.719 3.614 -0.089 -0.012 -0.107 -0.037
C -0.818 4.647 0.088 -0.111 0.091 -0.001
C 0.529 4.348 0.194 0.242 -0.198 -0.035
C 0.921 3.016 0.126 0.138 0.164 -0.005
N 0.055 2.020 -0.030 -0.447 0.562 -0.029
H -2.784 3.771 -0.186 0.004 -0.013 -0.018
H -1.161 5.674 0.144 0.006 -0.003 0.016
H 1.272 5.121 0.339 0.009 0.000 0.002
H 1.961 2.718 0.216 -0.020 0.023 0.046

# 3
61
Properties=species:S:1:pos:R:3:forces:R:3 method="wB97M-V/def2-TZVPD" total_energy_ha=-2656.5810 relative_energy_kj_mol=0.0 homo_ev=-8.49
C 1.662 -0.221 0.566 -0.532 0.619 0.267
C 0.464 0.344 -0.171 0.335 0.031 -0.047
Cl -0.601 1.072 1.101 -0.146 -0.034 -0.098
C 0.796 1.376 -1.296 -0.447 0.363 0.133
Cl 2.498 1.247 -1.839 0.011 -0.044 -0.098
C 0.432 2.813 -0.964 0.634 -0.221 0.081
C -0.921 3.210 -1.183 0.495 0.446 0.146
C -1.334 4.466 -0.867 -0.556 -0.008 -0.472
C -2.776 4.869 -1.047 -0.047 -0.142 0.423
C -3.538 4.213 0.099 -0.291 -0.337 -0.424
O -3.477 4.622 1.222 0.204 0.284 0.711
C -4.355 3.002 -0.237 0.148 0.265 -0.220
C -5.292 3.109 -1.257 -0.105 -0.243 -0.149
C -6.106 2.035 -1.584 0.326 0.306 0.291
C -5.961 0.848 -0.882 -0.315 0.089 -0.388
C -5.009 0.736 0.113 0.161 -0.201 0.216
C -4.199 1.808 0.449 -0.270 0.116 -0.043
C -0.392 5.396 -0.338 -0.637 -0.391 -0.122
N -0.657 6.657 -0.002 0.509 0.387 0.163
S 0.748 7.260 0.527 -0.427 -0.186 -0.141
N 1.700 5.987 0.357 0.378 -0.032 0.100
C 0.950 4.997 -0.134 -0.005 0.056 0.034
C 1.347 3.672 -0.449 0.131 0.128 0.102
H 2.298 -0.806 -0.081 0.112 -0.095 -0.066
H 1.289 -0.812 1.387 0.055 -0.392 0.056
H 2.183 0.621 1.018 0.390 -0.040 -0.063
H -0.127 -0.449 -0.605 -0.044 -0.186 -0.040
H 0.219 1.121 -2.178 -0.055 -0.205 -0.092
H -1.601 2.481 -1.598 -0.220 -0.005 -0.038
H -3.155 4.503 -1.993 0.008 0.073 -0.217
H -2.905 5.942 -0.958 0.103 0.163 -0.091
H -5.401 4.039 -1.795 0.016 0.139 -0.062
H -6.829 2.157 -2.375 -0.173 -0.160 -0.051
H -6.613 0.026 -1.136 0.045 -0.234 0.083
H -4.880 -0.192 0.647 -0.063 -0.158 0.030
H -3.468 1.723 1.236 0.112 0.025 0.087
H 2.367 3.383 -0.265 0.156 -0.108 -0.056
C 4.777 -1.705 3.098 -0.026 0.028 0.013
C 3.599 -2.566 2.709 -0.118 0.042 -0.028
O 2.449 -2.187 2.845 0.050 -0.108 0.134
N 3.865 -3.795 2.186 0.145 0.067 0.044
C 5.156 -4.411 1.947 -0.370 -0.124 -0.066
H 4.400 -0.766 3.491 -0.071 -0.018 -0.011
H 5.375 -2.194 3.869 0.081 0.008 -0.057
H 5.405 -1.497 2.231 0.072 -0.037 0.044
H 3.036 -4.314 1.944 -0.006 0.001 -0.020
H 5.268 -4.640 0.886 0.130 0.011 0.011
H 5.235 -5.342 2.512 0.129 0.012 0.002
H 5.962 -3.751 2.248 -0.006 0.028 0.010
C 1.266 -4.596 -2.393 0.014 0.056 -0.007
C 0.668 -3.918 -1.183 -0.033 0.071 0.089
O 0.720 -2.709 -1.027 -0.004 0.009 -0.126
N 0.063 -4.704 -0.255 0.090 -0.083 -0.100
C -0.100 -6.147 -0.264 -0.108 0.276 0.235
H 1.708 -3.837 -3.030 -0.017 0.054 0.044
H 2.044 -5.301 -2.096 -0.051 -0.075 -0.046
H 0.498 -5.125 -2.958 0.051 -0.085 0.009
H -0.310 -4.186 0.526 0.005 -0.002 0.015
H -1.161 -6.400 -0.238 0.024 -0.111 -0.052
H 0.379 -6.580 0.616 0.008 -0.109 -0.057
H 0.342 -6.581 -1.153 0.013 0.018 -0.022

# 4
9
Properties=species:S:1:pos:R:3:forces:R:3 method="wB97M-V/def2-TZVPD" total_energy_ha=-1499.4272 relative_energy_kj_mol=21.0 total_charge=+1 multiplicity=6 homo_ev="-14.08 / -14.37"
H -2.602 -1.025 -0.211 0.482 0.528 0.120
O -0.351 1.358 -0.845 3.088 -0.494 1.239
C 0.847 1.037 -0.320 -1.883 2.513 -2.697
C 0.961 0.016 0.564 -0.689 -3.342 0.624
O -0.116 -0.802 0.707 2.382 1.504 0.585
Li -0.800 -2.140 -0.297 -0.477 -0.335 -0.045
Fe -1.604 0.342 0.170 -2.077 -0.727 -0.304
H 1.738 1.534 -0.723 -0.415 0.144 0.328
H 1.928 -0.319 0.954 -0.412 0.210 0.150

# 5
18
Properties=species:S:1:pos:R:3:forces:R:3 method="wB97M-V/def2-TZVPD" total_energy_ha=-690.0346 relative_energy_kj_mol=34.9 total_charge=+1 homo_ev=-14.70
O 0.101 0.288 -1.521 -0.181 -2.033 0.532
C 0.397 -0.319 -0.333 0.888 1.418 -0.411
C -0.696 -0.096 0.706 -0.187 -1.095 -0.226
O -1.762 -1.032 0.460 -0.497 0.263 1.573
C -1.308 -2.173 0.025 0.765 0.812 -3.432
O -0.172 -2.191 -0.487 -0.750 -1.192 0.765
O -2.230 -3.055 -0.193 -0.394 -0.447 0.813
H 0.766 0.085 -2.192 0.115 -0.118 -0.164
H 1.377 -0.797 -0.280 -0.898 -0.167 0.179
H -1.157 0.893 0.619 0.251 -0.253 -0.075
H -0.272 -0.253 1.702 -0.324 -0.084 -0.200
H -1.897 -3.789 -0.733 0.166 0.038 0.122
O 0.391 2.587 -0.718 0.289 0.438 0.734
C 1.135 2.248 0.333 -0.264 2.064 -1.004
O 1.293 0.988 0.596 0.944 0.526 0.621
O 1.654 3.138 1.011 0.069 -1.097 0.434
Li 2.284 1.697 2.190 0.022 0.418 -0.246
H 0.098 1.781 -1.185 -0.014 0.509 -0.015